28
Properties=species:S:1:pos:R:3:forces:R:3:lowdin_charge:R:1 method="wB97M-V/def2-TZVPD" charge=+2 fmax_ev_per_a=2.0 energy_ev=-58982.4380 homo_lumo_gap_ev=4.0 homo_ev=-16.08
O -0.218 4.275 -1.073 -0.48 0.05 -0.66 0.228
C -0.924 3.375 -1.373 0.39 -0.01 0.85 -0.407
O -2.237 3.219 -0.942 -0.03 -0.04 0.16 0.177
C -2.517 1.874 -0.928 -0.61 0.05 -0.82 -0.390
O -3.612 1.412 -0.797 0.58 0.18 0.58 0.205
C -1.303 1.127 -1.360 0.44 0.23 -0.14 -0.152
C -1.185 -0.361 -1.268 -0.32 0.20 0.16 -0.078
C -1.693 -0.897 0.095 0.16 -0.57 -0.41 -0.034
C -0.723 -1.257 1.186 -1.19 1.30 1.00 -0.288
F -0.334 -2.720 1.106 0.99 -0.52 -0.78 -0.046
F -1.354 -1.227 2.353 0.29 -0.36 -0.41 0.203
C 0.575 -0.417 1.431 0.40 -0.72 0.20 -0.357
F 0.219 0.853 1.353 -0.09 0.07 -0.14 0.237
F 0.997 -0.688 2.675 -0.06 -0.09 -0.08 0.189
C 1.844 -0.614 0.511 0.21 1.49 0.04 -0.192
F 1.755 -1.861 -0.298 -0.16 -0.14 -0.09 -0.024
F 1.927 0.359 -0.356 -0.10 -0.59 0.00 0.219
C 3.219 -0.758 1.239 -0.10 -0.56 -0.51 -0.588
F 3.429 0.272 1.987 0.00 0.34 0.53 0.289
F 4.138 -0.853 0.304 0.26 -0.07 -0.21 0.238
F 3.205 -1.909 1.937 -0.10 -0.05 0.06 0.179
C -0.497 2.043 -1.912 -0.33 -0.50 0.18 -0.537
Cl 0.840 1.825 -2.908 0.30 0.02 0.08 0.856
H -1.823 -0.822 -2.027 0.20 0.01 -0.09 0.148
H -0.143 -0.625 -1.466 -0.09 -0.13 -0.21 0.095
H -2.275 -1.807 -0.071 -0.10 0.00 0.10 0.154
H -2.402 -0.212 0.565 0.06 0.10 -0.06 0.151
Mg 1.093 -3.607 0.036 -0.54 0.29 0.65 1.527



60
Properties=species:S:1:pos:R:3:forces:R:3:lowdin_charge:R:1 method="wB97M-V/def2-TZVPD" fmax_ev_per_a=0.8 energy_ev=-35434.7121 homo_lumo_gap_ev=9.3 homo_ev=-9.22
N 1.348 -1.455 1.136 0.10 0.80 0.26 0.049
C 0.476 -0.928 0.060 -0.19 -0.26 0.46 -0.347
C -0.166 0.392 0.496 0.42 0.31 0.18 -0.156
C 0.697 1.631 0.220 0.08 -0.12 -0.01 -0.243
C 0.870 1.946 -1.259 0.20 0.43 -0.05 -0.092
C -0.571 -1.989 -0.367 0.14 0.04 -0.36 -0.220
N -0.372 -2.600 -1.679 0.17 -0.36 0.25 0.011
H 0.775 -1.920 1.839 0.14 0.01 -0.15 0.054
H 2.019 -2.101 0.748 0.00 -0.37 -0.08 0.055
H 1.140 -0.726 -0.778 -0.04 -0.15 -0.31 0.111
H -1.128 0.539 0.004 -0.12 -0.11 -0.03 0.109
H -0.328 0.335 1.574 -0.26 -0.02 0.07 0.107
H 1.680 1.526 0.680 0.06 -0.14 0.12 0.079
H 0.268 2.495 0.731 -0.07 0.04 -0.06 0.103
H 1.204 1.098 -1.857 -0.05 -0.12 -0.01 0.069
H -0.047 2.320 -1.695 -0.44 -0.14 -0.14 0.065
H 1.592 2.748 -1.416 0.17 -0.05 0.12 0.078
H -0.559 -2.799 0.361 0.07 -0.03 0.11 0.099
H -1.574 -1.568 -0.323 -0.16 0.14 -0.12 0.095
H -0.531 -1.968 -2.455 0.14 0.21 0.09 0.034
H 0.584 -2.950 -1.724 -0.27 0.03 -0.21 0.075
H 4.504 1.855 -1.091 0.27 0.38 -0.12 -0.016
H 5.656 2.812 -1.487 -0.33 -0.05 0.01 0.033
O 4.693 2.725 -1.498 0.16 -0.19 0.06 -0.087
H 3.666 -0.035 3.009 0.14 -0.09 0.18 0.071
H 2.459 -0.289 2.019 0.23 0.30 0.16 0.042
O 3.123 0.405 2.353 -0.52 -0.45 -0.49 -0.095
H 2.036 1.690 3.175 -0.32 0.12 0.40 0.011
H 1.041 1.669 4.408 0.45 -0.04 -0.49 0.023
O 1.433 2.243 3.713 0.05 -0.04 0.12 -0.086
H -0.800 -3.305 3.602 -0.11 -0.07 0.01 0.055
H -1.721 -2.545 2.620 0.08 -0.08 0.10 0.057
O -0.840 -2.547 3.013 -0.03 0.21 0.01 -0.043
H 3.827 -1.498 -0.523 -0.04 -0.40 -0.01 0.003
H 4.090 -2.739 -1.381 0.04 -0.17 -0.08 0.041
O 3.574 -2.444 -0.629 0.05 0.47 0.05 -0.078
H -0.565 -0.206 4.618 -0.04 0.03 -0.09 0.029
H -0.936 1.307 4.621 0.06 -0.43 0.06 0.021
O -0.379 0.627 5.062 -0.22 0.22 0.11 -0.070
H -2.638 -3.042 -2.085 0.07 0.07 -0.13 0.038
H -2.760 -1.923 -3.131 -0.16 -0.36 0.10 0.016
O -3.300 -2.489 -2.528 0.20 0.24 -0.06 -0.076
H 3.025 0.431 -0.622 -0.11 0.06 -0.26 0.031
H 3.794 0.443 0.672 0.29 -0.05 -0.16 0.044
O 3.924 0.299 -0.298 -0.26 0.03 0.44 -0.061
H -4.169 0.883 -1.520 0.10 0.48 0.11 0.019
H -3.717 2.309 -1.075 0.07 0.06 0.18 0.048
O -3.991 1.806 -1.841 -0.19 -0.64 -0.22 -0.070
H -1.850 -0.030 -4.125 0.04 -0.22 -0.10 0.018
H -1.437 -1.262 -5.002 -0.11 0.15 0.42 0.074
O -1.573 -0.981 -4.083 0.06 0.16 -0.36 -0.080
H -1.537 2.619 2.545 -0.14 -0.04 -0.17 0.032
H -0.243 2.735 3.368 -0.03 0.08 -0.10 0.006
O -1.224 2.740 3.441 0.13 0.06 0.14 -0.070
H -3.109 1.643 -3.359 0.27 0.20 -0.26 0.017
H -1.978 2.319 -4.198 -0.18 -0.17 0.04 0.060
O -2.564 1.551 -4.180 -0.01 0.05 0.27 -0.070
H -3.958 -1.358 -1.437 -0.09 -0.14 0.11 0.002
H -5.282 -0.957 -0.730 0.23 0.03 0.00 0.062
O -4.346 -0.724 -0.782 -0.19 0.08 -0.11 -0.084



113
Properties=species:S:1:pos:R:3:forces:R:3:lowdin_charge:R:1 method="wB97M-V/def2-TZVPD" fmax_ev_per_a=18.8 energy_ev=-81832.3617 homo_lumo_gap_ev=4.4 homo_ev=-8.89
C -66.596 10.761 -33.657 -0.38 2.84 -1.27 -0.008
C -67.663 10.019 -34.639 0.35 3.23 1.08 -0.304
C -67.860 11.065 -35.876 4.96 -6.44 -1.12 -0.079
C -68.414 10.239 -37.095 5.98 1.35 -1.82 -0.101
C -67.421 9.005 -37.436 0.27 2.22 2.18 -0.086
C -67.317 8.018 -36.231 0.37 -2.08 -3.89 -0.457
N -67.122 8.669 -34.986 1.27 -2.74 6.60 0.058
O -66.727 7.933 -33.952 -1.70 4.08 -5.86 0.168
C -66.113 7.098 -36.685 0.49 0.47 6.16 0.004
C -68.559 7.135 -36.059 -0.18 -3.82 -0.49 -0.002
C -69.062 9.710 -33.929 5.56 -3.94 -0.12 0.049
H -66.878 11.944 -33.581 0.00 -3.05 -0.28 0.096
H -65.576 10.910 -34.150 -1.24 -0.94 0.60 0.099
H -66.529 10.439 -32.625 0.02 -0.54 -0.08 0.070
H -66.787 11.514 -36.078 -2.38 -0.74 0.13 0.165
H -68.564 11.723 -35.707 -3.32 3.65 1.73 0.017
H -68.121 10.983 -37.906 -1.37 -0.98 0.37 0.138
H -69.415 9.969 -37.072 -1.91 -0.30 0.16 0.066
H -66.328 9.258 -37.631 -1.30 0.82 0.56 0.133
H -67.602 8.558 -38.384 -1.02 -1.01 -0.34 0.110
H -65.202 7.676 -36.653 0.24 0.25 -0.52 0.089
H -66.262 6.577 -37.542 -0.77 -1.07 -2.70 0.059
H -65.956 6.350 -35.844 -0.20 0.56 -1.08 0.110
H -68.589 6.284 -35.305 1.69 0.66 -0.60 0.120
H -68.893 6.566 -36.987 0.78 1.31 0.69 0.138
H -69.394 7.528 -35.625 -2.33 2.44 0.36 0.021
H -69.495 10.474 -33.557 -1.86 6.53 2.89 -0.001
H -68.867 9.083 -33.039 -0.46 -0.50 -0.94 0.126
H -69.804 9.551 -34.602 -1.94 -2.15 -2.32 0.038
N -71.760 10.972 -35.254 1.42 -0.17 1.30 -0.589
O -71.887 10.069 -36.079 -0.01 -0.24 -1.33 -0.056
O -70.918 11.923 -35.458 -1.34 -0.74 0.15 -0.094
O -72.327 10.831 -34.149 0.03 1.04 -0.14 -0.051
C -72.723 13.745 -39.347 0.58 -1.67 1.86 -0.111
C -72.039 12.571 -38.882 1.41 -2.68 -4.47 -0.021
C -71.677 11.480 -39.932 -0.15 3.59 -0.76 0.046
C -72.002 11.842 -41.367 -4.25 2.59 0.98 -0.099
C -72.948 13.002 -41.748 1.96 -0.91 8.07 0.111
C -73.380 13.954 -40.542 7.40 -11.05 -2.38 0.005
N -71.825 10.867 -42.504 3.87 -1.82 3.77 -0.362
O -72.587 10.689 -43.400 -0.24 0.51 -0.42 0.101
O -70.786 10.155 -42.239 -2.35 1.22 -1.62 -0.014
H -72.708 14.491 -38.573 -0.58 0.58 0.14 0.087
H -71.556 12.442 -37.885 -0.79 0.32 -0.75 0.080
H -70.931 10.626 -39.736 -1.67 1.41 -0.24 0.109
H -73.322 13.155 -42.691 -0.59 0.12 -2.11 0.048
H -73.809 14.751 -40.708 -4.56 7.80 -1.84 -0.007
C -74.986 13.109 -30.179 -1.35 -3.75 -2.59 -0.063
C -74.522 11.916 -31.043 3.19 2.76 3.46 -0.003
C -73.068 11.527 -30.865 -2.90 6.88 1.59 0.037
C -72.196 12.603 -30.204 -2.86 -1.00 2.78 -0.026
C -72.803 13.747 -29.228 -0.26 -3.92 -3.55 0.061
C -74.232 13.895 -29.313 4.48 -3.69 -3.04 -0.118
N -70.687 12.255 -30.122 -0.12 5.97 1.57 -0.335
O -69.954 13.036 -29.367 -2.41 -3.02 -1.71 -0.022
O -70.257 11.647 -31.039 0.81 -1.89 -0.64 0.070
H -76.128 13.158 -30.209 1.76 0.48 0.16 0.116
H -75.229 11.373 -31.700 0.60 0.36 0.75 0.096
H -72.764 10.669 -31.340 1.37 -1.64 -0.88 0.035
H -72.205 14.311 -28.500 0.00 -0.45 -0.75 0.099
H -74.633 14.428 -28.588 -2.22 2.84 2.83 0.046
C -76.036 12.215 -38.030 -2.89 -1.33 -0.45 -0.071
C -77.255 13.089 -37.891 2.41 -1.42 4.12 -0.020
C -77.555 13.536 -36.557 3.78 -0.25 -0.48 -0.003
C -76.589 13.384 -35.439 1.16 -2.46 -4.53 -0.111
C -75.335 12.520 -35.651 -3.44 2.33 2.09 0.061
C -75.232 11.871 -36.966 1.07 1.65 3.72 -0.112
N -76.981 13.937 -34.179 -1.73 2.25 1.26 -0.350
O -77.709 14.984 -34.124 1.88 -2.60 -0.76 0.040
O -76.640 13.345 -33.173 0.36 -0.06 0.01 0.040
H -75.927 11.355 -38.774 -0.37 2.13 -0.04 0.126
H -78.079 13.359 -38.507 0.21 -0.43 -1.46 0.080
H -78.402 14.173 -36.471 -0.61 0.22 0.58 0.088
H -74.725 12.480 -34.584 -1.11 -0.62 -3.47 0.133
H -74.428 11.114 -36.982 -0.57 0.47 -0.61 0.100
C -71.694 5.556 -34.365 -4.71 14.15 11.43 -0.103
C -72.093 7.034 -34.144 -0.14 -2.88 2.52 0.049
C -72.471 7.454 -32.751 2.40 -2.21 -0.62 0.060
C -72.070 6.530 -31.577 -0.05 -3.68 -5.29 -0.064
C -71.585 5.080 -31.970 -3.50 9.27 -5.09 0.108
C -71.535 4.787 -33.399 3.77 -7.85 8.05 -0.131
N -72.317 6.855 -30.209 -0.03 3.26 4.19 -0.295
O -72.912 8.014 -29.930 2.02 -4.60 -1.60 -0.008
O -71.825 6.148 -29.270 -1.62 1.59 -3.30 0.045
H -71.570 5.296 -35.157 2.61 -5.07 -16.65 -0.037
H -72.045 7.561 -35.125 -0.77 0.54 1.48 0.093
H -72.879 8.447 -32.475 0.45 -0.77 -0.54 0.084
H -71.325 4.421 -31.327 1.60 -4.12 4.48 0.020
H -70.965 3.712 -33.652 -2.00 2.57 0.80 0.176
C -67.983 14.799 -35.663 0.97 0.38 -0.48 -0.320
O -66.945 15.072 -36.289 -2.16 -0.28 -0.08 -0.033
N -67.908 14.460 -34.367 3.93 2.80 -1.49 -0.211
C -68.996 14.014 -33.683 0.55 -7.12 -4.80 -0.070
C -66.570 14.658 -33.724 2.20 0.66 -1.98 -0.040
H -69.087 14.809 -35.956 1.30 0.10 -0.64 0.159
H -69.952 14.233 -34.017 -1.59 0.37 -1.53 0.069
H -68.990 14.243 -32.785 0.36 2.38 8.63 0.008
H -68.795 12.830 -33.686 -1.60 1.95 0.39 0.126
H -66.754 14.863 -32.689 0.07 -0.41 0.74 0.054
H -65.965 15.713 -34.131 -2.04 -3.33 0.77 0.162
H -65.788 13.715 -33.905 -2.12 2.56 0.51 0.120
C -72.446 15.036 -35.227 1.08 1.39 -2.76 -0.342
O -72.176 15.866 -36.146 -0.37 -2.35 1.30 -0.063
N -72.772 15.463 -34.032 -1.25 -2.27 4.10 -0.157
C -73.140 14.459 -32.902 -3.02 -0.52 -4.86 0.011
C -72.713 16.799 -33.550 1.15 1.03 -0.73 -0.061
H -72.363 13.904 -35.311 -0.20 1.13 -0.15 0.129
H -73.129 14.846 -31.944 -0.87 1.73 1.62 0.039
H -72.429 13.722 -32.768 1.72 -1.87 -0.67 0.031
H -74.178 13.897 -33.255 2.61 1.68 1.51 0.115
H -73.620 17.153 -33.087 -0.51 0.10 -0.27 0.093
H -72.287 17.464 -34.306 -0.77 -0.04 -0.25 0.094
H -71.950 16.840 -32.805 0.54 -0.08 1.02 0.078



17
Properties=species:S:1:pos:R:3:forces:R:3:lowdin_charge:R:1 method="wB97M-V/def2-TZVPD" fmax_ev_per_a=1.2 energy_ev=-10913.9239 homo_lumo_gap_ev=9.5 homo_ev=-9.73
H -0.935 -1.905 0.873 -0.19 0.16 -0.14 0.060
N -0.298 -1.718 0.100 0.42 -0.17 -0.10 0.183
C -0.552 -0.659 -0.549 -0.15 0.01 0.43 -0.357
C -1.672 0.274 -0.367 -0.46 0.20 0.07 -0.106
C -2.745 0.024 0.376 0.22 -0.05 -0.10 0.042
C 0.424 -0.299 -1.631 0.06 0.22 -0.91 -0.247
O 0.396 0.751 -2.243 -0.24 -0.61 0.27 0.030
H -1.603 1.183 -0.950 -0.01 0.05 0.01 0.101
H -2.854 -0.891 0.941 0.00 -0.15 0.04 0.056
H -3.570 0.713 0.433 -0.07 0.19 0.02 0.058
H 1.117 -1.118 -1.872 0.06 0.06 -0.01 0.126
C 2.030 0.485 1.168 0.07 0.15 0.24 -0.148
O 2.175 0.413 -0.232 0.23 0.92 -0.60 -0.147
H 2.946 0.856 1.639 -0.08 -0.02 0.08 0.079
H 1.834 -0.532 1.505 0.04 0.04 0.06 0.076
H 1.187 1.119 1.462 0.04 -0.02 0.02 0.083
H 2.121 1.304 -0.653 0.06 -0.99 0.63 0.112